C23H51BCrF4NO16 | ωB97M-V/def2-TZVPD

Structure (ORCA input):
```
! RIJCOSX wB97M-V def2-TZVPD def2/J DEFGRID3
* xyz 1 5
Cr -1.493 -2.151 2.121
N 2.236 -2.772 1.661
H 1.396 -3.296 1.861
H 3.012 -2.778 2.322
H 1.921 -1.792 1.654
H 2.673 -2.973 0.749
C -0.066 0.979 -0.259
C 0.755 0.128 0.700
C 1.369 1.058 1.779
O 0.102 -0.966 1.250
H -0.422 0.514 -1.178
H 0.607 1.774 -0.596
H -0.820 1.600 0.230
H 1.667 -0.209 0.189
H 2.362 0.632 1.966
H 0.894 0.975 2.758
H 1.556 2.070 1.427
B 4.183 -3.441 -0.798
F 3.671 -4.699 -1.130
F 4.593 -3.542 0.528
F 5.184 -3.077 -1.691
F 3.141 -2.480 -0.821
C 1.146 0.822 6.669
C 0.431 -0.240 5.922
O -0.996 -0.181 6.118
C -1.782 -0.570 5.121
O -1.422 -0.976 4.032
O -3.028 -0.201 5.340
C -3.610 0.025 6.602
H 0.895 0.720 7.724
H 0.959 1.825 6.280
H 2.224 0.704 6.547
H 0.702 -1.196 6.379
H 0.715 -0.289 4.870
H -4.035 1.028 6.627
H -2.893 -0.230 7.378
H -4.476 -0.637 6.666
C 3.918 3.202 4.351
C 3.406 4.274 3.396
O 3.244 5.495 4.115
C 2.038 5.697 4.642
O 1.003 5.108 4.456
O 2.138 6.669 5.545
C 0.994 7.185 6.219
H 4.795 3.537 4.907
H 4.105 2.247 3.863
H 3.200 3.047 5.161
H 2.442 3.961 2.992
H 4.038 4.578 2.563
H 0.589 8.014 5.641
H 1.219 7.590 7.203
H 0.286 6.370 6.359
C -4.414 -4.869 -3.226
C -3.135 -4.100 -2.956
O -2.982 -4.002 -1.538
C -1.885 -3.516 -0.943
O -1.933 -3.017 0.174
O -0.871 -3.558 -1.733
C 0.473 -3.398 -1.298
H -4.730 -4.746 -4.260
H -5.255 -4.483 -2.647
H -4.274 -5.902 -2.908
H -3.091 -3.173 -3.530
H -2.286 -4.702 -3.290
H 0.693 -2.648 -0.538
H 1.140 -3.209 -2.133
H 0.819 -4.340 -0.864
C -1.641 0.821 -7.429
C -2.108 1.974 -6.578
O -2.208 1.665 -5.217
C -2.777 2.538 -4.352
O -2.942 3.709 -4.556
O -2.808 1.916 -3.183
C -3.129 2.703 -2.045
H -2.407 0.046 -7.352
H -0.690 0.346 -7.188
H -1.710 1.198 -8.450
H -3.075 2.162 -7.062
H -1.620 2.914 -6.852
H -2.798 3.739 -2.124
H -2.573 2.252 -1.226
H -4.198 2.758 -1.839
C 1.758 -0.605 -3.095
C 0.981 -0.228 -4.373
O 0.533 -1.400 -5.052
C -0.755 -1.749 -4.916
O -1.538 -1.218 -4.164
O -1.084 -2.771 -5.674
C -0.179 -3.524 -6.496
H 2.212 0.169 -2.475
H 2.567 -1.310 -3.278
H 0.984 -1.003 -2.433
H 1.751 0.208 -5.009
H 0.173 0.449 -4.109
H 0.261 -2.875 -7.251
H -0.646 -4.363 -7.006
H 0.635 -3.989 -5.939
*
```

Calculated values
E_LUMO (spin up / spin down): -0.201 / -0.185 hartree
ΔE to the lowest compared entry with this formula, charge and spin: 0.0 kJ/mol
electronic energy: -3634.29118 a.u.
HOMO-LUMO gap (spin up / spin down): 6.76 / 7.20 eV